No. 1
Computed, not measured: a molecular structure, C26H50BN2O2P2SV, with ωB97M-V/def2-TZVPD.

The geometry in ORCA input format:
```
! wB97M-V def2-TZVPD RIJCOSX def2/J DEFGRID3
* xyz -1 4
V 1.102 0.173 -0.798
C 1.319 -4.259 -1.828
C 1.061 -2.755 -1.957
C 0.525 -2.445 -3.354
C 2.424 -2.003 -1.828
P -0.214 -2.049 -0.615
C 0.568 -2.310 1.131
N 0.364 -1.076 1.901
B 0.753 0.256 1.350
N -0.011 1.249 2.144
C -0.561 2.414 1.435
P -0.090 2.310 -0.402
C -1.694 2.802 -1.249
C -2.584 1.557 -1.144
C -1.442 3.081 -2.731
C -2.454 3.982 -0.634
C 1.203 3.689 -0.614
C 2.312 3.464 0.390
C 1.828 3.564 -2.010
C 0.652 5.107 -0.431
C -0.757 0.525 3.079
C -1.660 0.994 4.016
C -2.310 0.078 4.850
C -2.062 -1.279 4.737
C -1.163 -1.767 3.783
C -0.513 -0.865 2.959
C -1.751 -3.208 -0.492
C -1.520 -4.604 0.096
C -2.392 -3.375 -1.868
C -2.740 -2.472 0.413
H 2.090 -4.563 -2.545
H 1.660 -4.525 -0.823
H 0.425 -4.836 -2.075
H 1.256 -2.764 -4.106
H -0.410 -2.963 -3.574
H 0.365 -1.370 -3.459
H 3.123 -2.308 -2.618
H 2.308 -0.890 -1.927
H 2.909 -2.234 -0.908
H 0.177 -3.180 1.666
H 1.831 -2.498 1.045
H -1.647 2.353 1.551
H -0.226 3.364 1.865
H -2.094 0.693 -1.599
H -2.804 1.302 -0.103
H -3.535 1.729 -1.658
H -0.900 2.253 -3.195
H -2.399 3.208 -3.249
H -0.880 4.004 -2.874
H -2.723 3.804 0.409
H -1.909 4.920 -0.685
H -3.391 4.130 -1.182
H 2.737 2.478 0.236
H 3.102 4.209 0.246
H 1.965 3.547 1.425
H 2.256 2.569 -2.153
H 1.110 3.725 -2.809
H 2.623 4.310 -2.122
H 0.161 5.236 0.536
H 1.474 5.831 -0.491
H -0.039 5.368 -1.230
H -1.858 2.056 4.102
H -3.016 0.435 5.589
H -2.578 -1.974 5.389
H -0.989 -2.832 3.687
H -0.809 -5.195 -0.479
H -1.185 -4.571 1.134
H -2.466 -5.163 0.104
H -1.777 -3.996 -2.519
H -3.355 -3.889 -1.769
H -2.566 -2.408 -2.345
H -2.339 -2.345 1.421
H -2.969 -1.481 0.016
H -3.674 -3.039 0.493
O 1.048 0.260 -2.518
C 3.173 -1.688 1.211
S 3.921 -0.170 0.701
C 3.225 0.852 1.978
O 3.290 0.205 -0.670
H 3.459 -1.921 2.240
H 3.506 -2.492 0.564
H 1.916 -1.521 1.089
H 3.576 0.487 2.947
H 2.091 0.842 1.888
H 3.569 1.869 1.831
*
```

Properties
Lowest unoccupied orbital energy (spin up / spin down)   2.5 / 2.5 eV
Gap between HOMO and LUMO (spin up / spin down)   3.50 / 5.54 eV
Expectation value of S²   3.7755


No. 2
Computed, not measured: 18 unconnected molecules or ions with the total composition C26H50Cl34F4N3O2, with ωB97M-V/def2-TZVPD.

The geometry in ORCA input format:
```
! wB97M-V def2-TZVPD RIJCOSX def2/J DEFGRID3
* xyz 1 1
C -4.143 -1.664 -0.480
C -4.429 -0.350 -0.543
C -3.504 0.767 -0.963
N -2.485 1.248 0.031
C -2.889 1.133 1.412
O -4.087 1.862 1.581
C -4.728 1.573 2.745
F -3.893 1.635 3.806
F -5.715 2.449 2.927
F -5.251 0.327 2.723
C -1.241 0.684 -0.208
N -1.039 -0.667 -0.341
N -0.205 1.454 -0.310
O -0.386 2.815 -0.199
C 1.167 1.008 -0.570
C 1.727 0.044 0.515
C 1.902 -1.389 0.021
F 0.953 0.103 1.655
H -4.817 -2.376 -0.944
H -3.325 -2.118 0.070
H -5.449 -0.056 -0.317
H -2.964 0.476 -1.874
H -4.094 1.635 -1.233
H -2.966 0.101 1.764
H -2.116 1.597 2.026
H -1.550 -1.200 0.347
H -1.176 -1.021 -1.281
H -0.578 3.131 -1.094
H 1.260 0.601 -1.568
H 1.773 1.906 -0.537
H 2.724 0.389 0.765
H 1.938 -1.422 -1.062
H 2.776 -1.845 0.471
H 1.036 -1.977 0.305
C -2.951 -0.055 -5.217
Cl -3.851 -0.394 -3.730
Cl -1.294 0.461 -4.849
H -2.911 -0.955 -5.826
H -3.454 0.739 -5.756
C -6.210 1.677 -7.943
Cl -6.346 1.743 -6.182
Cl -4.559 1.291 -8.448
H -6.875 0.908 -8.315
H -6.481 2.643 -8.352
C 3.118 2.648 2.936
Cl 3.318 4.080 1.918
Cl 4.221 1.358 2.447
H 3.329 2.915 3.966
H 2.098 2.293 2.844
C 7.227 4.332 1.512
Cl 7.441 5.765 0.495
Cl 8.313 3.027 1.024
H 7.440 4.598 2.540
H 6.205 3.989 1.419
C 5.842 -0.178 6.136
Cl 6.530 1.172 5.220
Cl 4.539 -0.965 5.238
H 6.626 -0.900 6.326
H 5.442 0.199 7.069
C -6.358 -5.198 0.578
Cl -6.011 -4.489 -1.008
Cl -4.855 -5.502 1.459
H -6.959 -4.499 1.149
H -6.895 -6.132 0.437
C -3.287 -1.952 -9.566
Cl -3.435 -1.859 -7.801
Cl -1.644 -2.353 -10.063
H -3.960 -2.721 -9.926
H -3.555 -0.989 -9.982
C -2.177 -5.607 4.591
Cl -1.765 -5.774 2.880
Cl -2.715 -7.140 5.285
H -1.292 -5.268 5.123
H -2.979 -4.883 4.686
C 2.117 -4.453 4.223
Cl 1.975 -4.398 2.463
Cl 0.637 -3.905 5.028
H 2.317 -5.474 4.526
H 2.930 -3.803 4.524
C 8.010 3.834 -3.013
Cl 8.708 5.193 -3.899
Cl 6.703 3.066 -3.927
H 8.786 3.101 -2.829
H 7.611 4.197 -2.073
C 5.454 -3.732 2.029
Cl 5.022 -2.047 2.348
Cl 4.595 -4.379 0.629
H 6.520 -3.784 1.833
H 5.199 -4.326 2.899
C 7.449 9.462 0.954
Cl 7.677 9.943 2.638
Cl 6.415 10.606 0.085
H 8.415 9.427 0.465
H 6.982 8.485 0.932
C -9.981 -7.494 -0.419
Cl -9.647 -6.764 -1.988
Cl -8.491 -7.825 0.481
H -10.592 -6.812 0.161
H -10.506 -8.429 -0.574
C 3.541 10.723 2.406
Cl 3.148 12.241 3.214
Cl 3.451 9.347 3.520
H 2.832 10.563 1.602
H 4.547 10.786 2.012
C 1.672 6.834 5.227
Cl 0.309 6.774 6.350
Cl 3.109 6.058 5.910
H 1.396 6.317 4.316
H 1.902 7.870 5.013
C -10.163 -10.071 -4.554
Cl -10.357 -10.147 -2.797
Cl -9.857 -8.424 -5.114
H -9.325 -10.695 -4.835
H -11.074 -10.432 -5.016
C 7.532 -3.268 -1.886
Cl 7.086 -1.789 -1.023
Cl 7.472 -4.682 -0.828
H 6.837 -3.417 -2.703
H 8.541 -3.159 -2.264
*
```

Properties
Lowest unoccupied orbital energy   -3.3 eV
Gap between HOMO and LUMO   8.19 eV